Entry from OMol25: 7 unconnected molecules or ions with the total composition C5H25NO7S (wB97M-V/def2-TZVPD).

Computed properties:
2S+1: 1
SMILES: OCCCNCCS.O.O.O.O.O.O
gap between HOMO and LUMO: 0.3381 Ha
energy relative to the best compared isomer or geometry (same formula, charge and spin): 0.0 kJ/mol

```
39
Properties=species:S:1:pos:R:3:mulliken_charge:R:1
O 1.0619 -1.8268 1.3986 -0.61
C 2.0435 -1.0294 2.0745 -0.59
C 1.7215 0.4595 2.0809 -0.65
C 1.8694 1.1693 0.7331 -0.78
N 0.7341 0.9456 -0.1817 0.25
C 0.4952 2.0340 -1.1285 -0.66
C -0.7485 2.8364 -0.7855 -0.51
S -0.6212 3.8211 0.7412 -0.21
H 0.1895 -1.4033 1.3654 0.36
H 2.9835 -1.2171 1.5472 0.37
H 2.1206 -1.3804 3.1010 0.30
H 2.3908 0.9377 2.7972 0.43
H 0.7100 0.5825 2.4624 0.19
H 1.9227 2.2339 0.9265 0.51
H 2.7922 0.8570 0.2565 0.33
H 0.8670 0.0917 -0.7104 0.12
H 1.3644 2.6856 -1.2270 0.33
H 0.3658 1.6041 -2.1254 0.33
H -1.5933 2.1603 -0.6858 0.11
H -0.9659 3.5584 -1.5720 0.45
H -0.5303 2.7821 1.5832 0.10
O -3.8175 -0.3129 -0.0625 -0.72
H -3.5831 -1.2536 -0.1637 0.36
H -3.8911 0.0315 -0.9576 0.31
O 2.1229 -2.7212 -1.0024 -0.80
H 1.7809 -2.3986 -0.1466 0.49
H 1.3473 -3.1583 -1.3829 0.29
O -0.6334 -3.0944 -2.2324 -0.65
H -1.2361 -2.9549 -1.4758 0.40
H -0.9412 -3.8858 -2.6879 0.28
O -2.1657 -2.6278 0.0400 -0.79
H -1.6849 -1.9049 0.5032 0.55
H -2.2198 -3.3491 0.6767 0.30
O -1.3144 -0.2718 1.2144 -0.88
H -2.2485 -0.0894 0.9821 0.37
H -0.7189 0.3516 0.7140 0.28
O 1.0478 -0.7340 -2.7163 -0.67
H 0.3135 -1.3578 -2.8035 0.32
H 1.7367 -1.2504 -2.2701 0.37
```


Entry from OMol25: 3 unconnected molecules or ions with the total composition C2HNO2 at a distorted geometry (wB97M-V/def2-TZVPD).

Computed properties:
2S+1: 1
gap between HOMO and LUMO (alpha / beta): 0.3598 / 0.3532 Ha
energy relative to the best compared isomer or geometry (same formula, charge and spin): 606.9 kJ/mol

```
6
Properties=species:S:1:pos:R:3:mulliken_charge:R:1
C -0.2985 -0.2558 -0.2480 0.19
C -2.7345 -0.1796 0.0055 0.38
N -0.7380 -1.2276 -0.6609 -0.41
O -3.3716 -1.0526 0.2804 -0.13
O -2.1396 1.5628 -0.6201 -0.35
H 0.1378 0.6344 0.1260 0.32
```


Entry from OMol25: a molecular structure, C19H18N4O4S3 at a distorted geometry (wB97M-V/def2-TZVPD).

Computed properties:
2S+1: 1
gap between HOMO and LUMO: 0.2770 Ha
energy relative to the best compared isomer or geometry (same formula, charge and spin): 76.2 kJ/mol

```
48
Properties=species:S:1:pos:R:3:mulliken_charge:R:1
O 0.0855 3.0750 0.6423 -0.73
O 0.5860 -0.1573 -3.2230 -0.59
O 1.3570 1.8780 -0.7591 -0.71
N -0.9186 0.1022 2.5398 -0.44
O -3.4028 -0.8657 -4.9216 -0.55
S -2.4188 -1.5038 1.0420 -0.15
S -0.5334 -3.7785 2.4168 -0.19
S -2.6809 1.5534 1.1777 -0.14
C 0.2426 2.2593 -0.3198 0.45
C -0.4955 0.0931 -2.7083 0.19
C -1.9009 0.0815 1.6526 0.40
C 0.6518 -3.0871 3.5509 -0.82
C -1.1227 -2.1737 2.0286 0.56
C -0.4856 -1.1795 2.7666 -0.18
C 4.3281 0.4791 2.7483 -0.38
C -0.9770 1.7167 -1.0401 0.21
C 3.7138 -0.3010 3.6788 -0.39
C 0.5642 -1.6963 3.6291 0.64
C -2.2563 1.4995 -0.5423 0.11
C 2.0985 0.9794 2.8370 -0.12
N 3.3214 1.3299 2.2588 0.16
N -0.9638 1.3784 -2.4243 -0.07
N 2.3348 -0.0041 3.7083 0.28
C 3.5974 2.4406 1.3180 -0.92
C 1.4384 -0.8380 4.5037 -1.09
C -1.3707 -2.0391 -5.0671 -1.44
C -3.2061 1.0868 -1.5956 -0.69
C -1.8529 -0.4336 -3.1914 -0.36
C -2.0179 -0.7486 -4.6737 0.19
C -2.3161 0.9912 -2.8498 0.00
H -3.6152 -0.9377 -5.8767 0.35
H 1.3334 -3.7197 4.0995 0.45
H 5.3901 0.4557 2.4996 0.41
H 4.2297 -1.0853 4.2468 0.32
H 1.1402 1.4078 2.5435 0.52
H 4.4743 3.0305 1.5953 0.34
H 2.7535 3.0670 1.2525 0.35
H 3.8589 1.9837 0.3403 0.35
H 1.9970 -1.4659 5.2089 0.47
H 0.8236 -0.1586 5.1496 0.29
H -0.2741 -2.0512 -4.8918 0.28
H -1.7949 -2.8430 -4.4613 0.36
H -1.4873 -2.2411 -6.1586 0.40
H -3.7863 0.1555 -1.4062 0.22
H -3.9393 1.8928 -1.7120 0.31
H -2.2932 -1.2109 -2.5774 0.57
H -1.5465 0.0224 -5.2934 0.30
H -2.6633 1.5597 -3.7419 0.47
```


Entry from OMol25: 3 unconnected molecules or ions with the total composition C20H34O9S2 at a distorted geometry (wB97M-V/def2-TZVPD).

Computed properties:
2S+1: 1
SMILES: C#C[C@H]1OC(=O)[C@@H](CCO)[C@]1(CCO)OCC.O=S1(=O)CCCC1.O=S1(=O)CCCC1
gap between HOMO and LUMO: 0.3780 Ha

```
65
Properties=species:S:1:pos:R:3:mulliken_charge:R:1
C -6.2236 1.9698 -2.4024 -0.12
C -5.2575 2.0485 -1.6891 -1.19
C -4.0647 2.1325 -0.8495 0.41
O -4.2543 3.0553 0.2373 -0.42
C -4.3637 2.3932 1.4169 0.39
O -4.4164 2.9723 2.4567 -0.61
C -4.4138 0.9009 1.1523 0.55
C -5.9088 0.5126 1.0875 -0.49
C -6.5775 0.5558 2.4639 -0.85
O -6.4562 -0.6828 3.1615 -0.56
C -3.5816 0.8451 -0.1367 1.16
C -3.4535 -0.4360 -0.9595 -1.39
C -4.6289 -1.0258 -1.7411 -0.46
O -4.4124 -2.4070 -2.0109 -0.60
O -2.2459 1.2346 0.2016 -0.54
C -1.5714 0.5149 1.2283 -0.26
C -0.1161 0.3503 0.8488 -1.26
H -7.0763 1.8748 -3.0153 0.45
H -3.2384 2.5074 -1.4518 0.45
H -3.9868 0.3450 1.9852 0.22
H -6.0169 -0.5158 0.7458 0.31
H -6.4602 1.1491 0.3965 0.23
H -7.6471 0.7183 2.3379 0.39
H -6.1735 1.3670 3.0743 0.38
H -5.5929 -0.7201 3.5807 0.33
H -2.6451 -0.2347 -1.6708 0.65
H -3.0889 -1.2181 -0.2865 0.32
H -5.5657 -0.9777 -1.1971 0.25
H -4.7682 -0.4872 -2.6806 0.29
H -3.5255 -2.5081 -2.3689 0.33
H -1.6702 1.0657 2.1712 0.30
H -2.0182 -0.4738 1.3798 0.41
H 0.3671 -0.3256 1.5568 0.44
H 0.4008 1.3082 0.8390 0.13
H -0.0414 -0.1053 -0.1372 0.32
O 3.3152 1.9046 -3.2254 -0.71
S 3.0578 1.6180 -1.8351 1.09
O 1.9909 0.7185 -1.4724 -0.52
C 4.5735 1.1042 -1.0438 -0.22
C 5.2078 2.4031 -0.5627 -0.81
C 4.0594 3.2216 0.0453 -0.65
C 2.8882 3.1745 -0.9443 -0.62
H 5.1774 0.5562 -1.7638 0.48
H 4.3186 0.4664 -0.2025 -0.03
H 5.9946 2.2058 0.1636 0.35
H 5.6493 2.9421 -1.4041 0.35
H 3.7584 2.7730 0.9937 0.28
H 4.3564 4.2498 0.2468 0.37
H 1.9133 3.1836 -0.4629 0.27
H 2.9407 3.9691 -1.6859 0.36
O 5.5294 -1.1033 0.8204 -0.65
S 4.7283 -2.3032 0.7629 1.24
O 3.3642 -2.2874 1.2198 -0.70
C 4.8198 -2.9858 -0.8894 -0.61
C 6.0423 -3.8967 -0.8456 -0.62
C 5.9571 -4.6521 0.4890 -0.63
C 5.6440 -3.6203 1.5797 -0.69
H 4.8899 -2.1669 -1.6017 0.30
H 3.9006 -3.5468 -1.0543 0.38
H 6.0575 -4.5767 -1.6957 0.37
H 6.9541 -3.2967 -0.8795 0.31
H 5.1560 -5.3916 0.4387 0.30
H 6.8809 -5.1836 0.7115 0.33
H 5.0237 -4.0128 2.3812 0.34
H 6.5448 -3.1704 1.9918 0.36
```


Entry from OMol25: a molecular structure, C17H33BrGeN2O5SbSe4Ti at a distorted geometry (wB97M-V/def2-TZVPD).

Computed properties:
2S+1: 2
charge: -2
gap between HOMO and LUMO (alpha / beta): 0.1968 / 0.1968 Ha
energy relative to the best compared isomer or geometry (same formula, charge and spin): 315.0 kJ/mol

```
65
Properties=species:S:1:pos:R:3:mulliken_charge:R:1
Ti -0.0620 0.3375 -0.3150 0.15
C -4.0799 -0.6319 0.0192 -0.79
O -2.9848 -0.4025 0.8693 0.20
C -3.2405 -0.6960 2.2110 -0.81
C -1.9716 -0.7521 3.0267 -0.54
O -1.0282 0.2601 2.6522 -0.22
C 0.0132 0.3291 3.6354 -0.93
C 1.4134 0.2674 3.1095 -0.20
O 1.7571 1.5308 2.5496 -0.04
C 3.1475 1.6968 2.4079 -0.84
H -4.3808 -1.6786 0.0455 0.26
H -4.9347 0.0100 0.2969 0.25
H -3.7516 -0.3889 -0.9891 0.09
H -3.9283 0.0623 2.6245 0.35
H -3.6943 -1.6855 2.3176 0.31
H -2.2726 -0.5975 4.0715 0.45
H -1.5012 -1.7278 2.9439 0.24
H -0.0866 1.2835 4.1644 0.16
H -0.1127 -0.4920 4.3413 0.53
H 2.0858 0.0399 3.9511 0.53
H 1.5132 -0.5269 2.3704 -0.03
H 3.6537 1.6186 3.3819 0.34
H 3.5707 0.9601 1.7254 0.22
H 3.3178 2.6931 1.9975 0.23
Se 0.6160 -5.6427 -0.1389 -0.69
Sb -1.2845 -4.2084 0.4253 0.66
Se -0.3067 -1.8211 0.1221 -0.33
Se -1.9617 -4.3863 2.7831 -0.72
Se -3.1434 -4.2937 -1.1762 -0.76
N -1.9611 -0.6890 -4.0099 -0.73
N -1.8139 -1.3866 -2.7549 0.02
H -1.7608 -1.3006 -4.7958 0.22
H -1.2518 0.0308 -4.0082 0.24
H -0.9505 -1.9124 -2.7300 0.06
H -2.5607 -2.0636 -2.6588 0.15
Br 2.7514 -4.0219 -5.1735 -0.26
C 2.9276 -3.3455 -3.3975 -0.07
C 3.6103 -4.0798 -2.4522 -0.41
C 3.7725 -3.5484 -1.1781 -0.59
C 3.2450 -2.3035 -0.8648 -0.30
C 2.5110 -1.6259 -1.8069 0.24
C 2.3504 -2.1250 -3.0787 -0.24
C 1.7061 -0.3984 -1.4244 1.15
O 1.9384 0.2211 -0.3185 -0.48
O 0.7704 0.0651 -2.1344 -0.66
H 3.9558 -5.0796 -2.6818 0.37
H 4.2511 -4.1447 -0.4108 0.37
H 3.3228 -1.8959 0.1291 0.32
H 1.7577 -1.5803 -3.7994 0.53
C -1.1269 5.0702 -1.1548 -1.34
Ge -0.3832 3.4203 -0.3638 1.03
C 1.3182 3.3733 -1.3339 -1.25
C -0.0602 3.9483 1.4868 -1.13
C -1.5216 1.8481 -0.4582 -1.07
H -0.3762 5.8716 -1.0941 0.33
H -2.0194 5.3893 -0.6015 0.36
H -1.4062 4.9306 -2.2050 0.35
H 1.8668 4.2783 -1.0532 0.41
H 1.1152 3.4009 -2.4058 0.32
H 1.9479 2.5114 -1.1292 0.30
H -0.5437 4.9189 1.6485 0.51
H 1.0045 4.0477 1.7116 0.21
H -0.4861 3.2234 2.1792 0.20
H -2.0099 1.8260 -1.4301 0.54
H -2.2534 1.9684 0.3287 0.23
```


Entry from OMol25: 2 unconnected molecules or ions with the total composition C3H5N3O9 at a distorted geometry (wB97M-V/def2-TZVPD).

Computed properties:
2S+1: 3
gap between HOMO and LUMO (alpha / beta): 0.3208 / 0.1878 Ha
energy relative to the best compared isomer or geometry (same formula, charge and spin): 276.1 kJ/mol

```
20
Properties=species:S:1:pos:R:3:mulliken_charge:R:1
C -1.6648 0.7046 0.1405 -0.36
C -0.8155 -0.4943 0.7443 0.29
C 0.5586 -0.5408 0.0974 -0.35
N 1.3849 -1.6834 0.6266 1.10
N 0.7859 -0.3629 -1.3475 1.08
N 1.8233 2.0322 0.3546 1.19
O 2.0117 -2.3266 -0.1835 -0.59
O -0.1967 -0.4403 -2.0846 -0.62
O 0.8910 2.2138 -0.3886 -0.47
O 1.2518 -1.9278 1.8282 -0.59
O 1.9245 -0.1853 -1.6943 -0.54
O 2.6176 2.8548 0.7350 -0.51
O -2.6220 0.2887 -0.8117 -0.58
O -1.4241 -1.6966 0.3943 -0.51
O 1.9744 0.8112 0.8237 -0.25
H -0.8263 1.4282 -0.1347 0.30
H -2.2829 1.0885 1.0206 0.33
H -0.9001 -0.6088 1.8836 0.39
H -2.4366 0.4368 -1.7723 0.33
H -2.0546 -1.5918 -0.2317 0.36
```


Entry from OMol25: a molecular structure, C10H18BO6S2Sn at a distorted geometry (wB97M-V/def2-TZVPD).

Computed properties:
2S+1: 2
charge: -2
gap between HOMO and LUMO (alpha / beta): 0.1313 / 0.1307 Ha

```
38
Properties=species:S:1:pos:R:3:mulliken_charge:R:1
Sn 1.2932 0.0312 -0.7279 0.52
B 4.2543 -0.1803 -2.1524 0.83
H 3.6865 -1.0884 -2.0218 -0.30
H 3.6794 0.5609 -1.6192 -0.52
H 5.2734 -0.2354 -1.8023 -0.25
H 4.2893 0.1761 -3.1703 -0.27
C 2.6055 -3.7721 2.8392 -0.76
C 1.7642 -4.4215 3.6472 0.41
C 0.3707 -3.9056 3.8631 0.37
O -0.4629 -4.4703 4.7216 -0.80
C -0.0039 -2.7199 3.3153 -0.69
C 0.7534 -1.9849 2.3076 0.43
C 2.1614 -2.5963 1.9389 0.42
O 2.8368 -2.0304 1.0459 -0.69
O 0.3871 -0.9422 1.7803 -0.49
O 2.2216 -5.4213 4.2759 -0.79
H 3.5925 -4.2060 2.7763 0.37
H -0.9485 -2.2253 3.4870 0.29
C -2.1476 4.0229 0.5999 -1.04
S -2.1291 2.1204 0.8805 0.34
O -1.1268 1.4868 -0.1167 -0.41
C -1.0195 2.2649 2.4295 -0.88
H -2.7823 4.3409 -0.2272 0.33
H -1.1400 4.3629 0.3606 0.34
H -2.3515 4.5345 1.5406 0.38
H -1.2628 1.3688 3.0005 0.28
H -1.2206 3.1623 3.0145 0.37
H 0.0434 2.4223 2.2459 0.30
C -2.5607 2.0719 -3.0904 -0.57
S -1.2941 1.2263 -4.0829 0.34
O -0.2955 0.7038 -3.0001 -0.55
C -2.3557 -0.1472 -4.7950 -0.93
H -2.1024 2.5034 -2.2006 -0.07
H -3.2854 1.3523 -2.7095 0.28
H -3.1157 2.8256 -3.6490 0.40
H -2.9023 0.2502 -5.6502 0.35
H -3.0519 -0.4923 -4.0306 0.28
H -1.6537 -0.9490 -5.0242 0.35
```


Entry from OMol25: 2 unconnected molecules or ions with the total composition C5H9FNO2 at a distorted geometry (wB97M-V/def2-TZVPD).

Computed properties:
2S+1: 1
charge: -1
gap between HOMO and LUMO: 0.3264 Ha
energy relative to the best compared isomer or geometry (same formula, charge and spin): 212.9 kJ/mol

```
18
Properties=species:S:1:pos:R:3:mulliken_charge:R:1
C 1.8881 0.3819 0.3429 0.58
C -1.1046 0.7090 -1.3861 -1.33
C -1.0175 1.3838 0.9840 -0.88
C 0.3208 -1.4979 0.9646 -0.86
C -0.7610 0.6245 -0.0669 0.85
N 0.6194 -0.5033 -0.1274 -0.15
O 1.8917 0.5361 1.5786 -0.64
O 2.5418 0.9716 -0.5108 -0.68
F 0.0572 -1.7949 -2.1440 -0.77
H -1.8478 1.4737 -1.5750 0.40
H -1.3902 -0.2182 -1.7693 0.35
H -0.0645 0.8656 -1.8210 0.28
H -0.6208 1.1285 1.9812 0.21
H 0.4907 -1.1309 -1.1496 0.53
H -1.6888 2.2558 0.8607 0.26
H -0.6248 -2.0544 0.7970 0.26
H 1.1963 -2.2178 1.1262 0.30
H 0.1141 -0.9130 1.9150 0.31
```


Which value of 2S+1 does entry 8 give?
1


Which of these has the highest 2S+1?
C3H5N3O9